# 1
{"formula": "C9H15AgCl2NO4P", "method": "ωB97M-V/def2-TZVPD", "e_tot_ev": -57577.844, "gap_ev": [7.059, 4.765], "spin_multiplicity": 2, "homo_energy_ev": [-12.03, -11.98], "total_charge": 1, "lumo_energy_ev": [-4.97, -7.22], "species": ["C", "C", "O", "N", "C", "C", "O", "P", "O", "C", "C", "C", "Cl", "C", "C", "Cl", "O", "H", "H", "H", "H", "H", "H", "H", "H", "H", "H", "H", "H", "H", "H", "H", "Ag"], "xyz": [[0.4229, -3.2543, 0.2063], [0.0405, -1.9460, -0.3981], [0.6759, -1.4370, -1.2998], [-1.1567, -1.3847, 0.1486], [-2.0073, -0.7547, -0.8316], [-3.4590, -1.0866, -0.6944], [-1.5884, -0.0344, -1.7101], [-0.8913, -0.3967, 1.6199], [0.8487, -0.5122, 1.4619], [1.4012, 0.7018, 1.0828], [0.4130, 1.2381, 0.0790], [0.6502, 2.5800, -0.4422], [-0.2714, 3.8255, 0.0973], [1.6372, 2.7745, -1.4318], [2.4990, 1.7114, -1.9729], [1.8811, 4.2871, -2.0449], [-0.8274, 1.0546, 0.6582], [0.0629, -4.0133, -0.4763], [-0.0733, -3.3885, 1.1559], [1.4954, -3.3135, 0.2873], [-3.5955, -1.8988, 0.0013], [-3.7829, -1.4428, -1.6620], [-4.0241, -0.2169, -0.3972], [-0.9015, -1.5220, 2.4805], [-2.2595, -0.1551, 1.8532], [-0.6219, 0.4671, 2.9358], [1.5259, 1.4187, 1.9603], [2.3953, 0.5020, 0.7005], [0.3975, 0.6122, -0.8350], [3.3371, 1.5513, -1.3025], [2.8665, 2.0026, -2.9422], [1.9806, 0.7640, -2.0772], [0.9297, 1.2667, 3.7893]]}



# 2
{"formula": "C9H15BN3O9PS", "method": "ωB97M-V/def2-TZVPD", "e_tot_ev": -53273.117, "gap_ev": 7.222, "spin_multiplicity": 1, "homo_energy_ev": -8.41, "lumo_energy_ev": -1.19, "species": ["N", "C", "N", "N", "C", "C", "C", "C", "S", "P", "O", "H", "H", "H", "H", "H", "H", "H", "H", "H", "H", "H", "H", "H", "H", "H", "B", "O", "C", "O", "C", "O", "O", "O", "C", "O", "C", "O", "O"], "xyz": [[4.9700, 0.5904, -1.1970], [3.7036, 0.7158, -1.2506], [3.1110, 1.7317, -2.1302], [2.7979, -0.1229, -0.4848], [3.0208, -1.5547, -0.7990], [1.9758, -2.1212, -1.8063], [1.9797, -1.3957, -3.1925], [0.5616, -0.9181, -3.6699], [-0.1185, 0.4741, -2.6683], [-1.1271, -0.2039, -0.8519], [-0.4831, 0.6840, 0.2337], [5.3590, 1.2746, -1.8508], [3.6017, 2.6192, -2.0702], [3.0552, 1.4144, -3.0947], [3.0491, -0.0246, 0.5023], [2.8902, -2.1256, 0.1574], [4.0413, -1.8144, -1.1650], [0.9839, -2.1222, -1.3034], [2.2370, -3.1973, -1.9795], [2.7300, -0.5729, -3.2718], [2.3054, -2.1541, -3.9530], [0.7034, -0.5299, -4.7111], [-0.1431, -1.7810, -3.7196], [0.9705, 1.2409, -2.2572], [-1.0414, -1.6057, -0.6523], [-2.5121, 0.0945, -1.0358], [-3.7410, 0.8825, 3.7127], [-3.3729, 0.2270, 4.9795], [-4.4731, 0.1513, 5.7313], [-4.5199, -0.3289, 6.8261], [-5.6178, 0.7591, 4.9800], [-6.7466, 0.8537, 5.3640], [-5.1788, 1.1864, 3.7933], [-2.9485, 2.1115, 3.5014], [-2.2792, 1.9690, 2.3672], [-1.5353, 2.7850, 1.9001], [-2.6038, 0.6321, 1.7776], [-2.1540, 0.1780, 0.7358], [-3.4508, -0.0019, 2.5528]]}



# 3
{"formula": "C9H15BO2", "method": "ωB97M-V/def2-TZVPD", "e_tot_ev": -14348.402, "gap_ev": 10.668, "smiles": "CB1O[C@@H]2C[C@H]3C[C@H](C3)[C@]2(C)O1", "spin_multiplicity": 1, "homo_energy_ev": -9.93, "lumo_energy_ev": 0.74, "species": ["C", "B", "O", "C", "C", "C", "C", "C", "C", "C", "C", "O", "H", "H", "H", "H", "H", "H", "H", "H", "H", "H", "H", "H", "H", "H", "H"], "xyz": [[-3.5117, -0.4764, 0.6126], [-2.0199, -0.3397, 0.1657], [-1.3819, -1.0596, -0.8123], [-0.1565, -0.3993, -1.1217], [0.9758, -1.3172, -1.0219], [1.8205, -1.1745, 0.2748], [2.4089, 0.2454, 0.2372], [1.0680, 0.6880, 0.8417], [1.0161, -0.7473, 1.4732], [-0.0648, 0.8624, -0.1184], [0.0510, 2.1213, -0.8818], [-1.2672, 0.7831, 0.5842], [-3.7057, -0.1118, 1.6656], [-4.0340, -1.4428, 0.6470], [-4.1848, 0.1808, -0.0382], [-0.4832, 0.0212, -2.1499], [1.6286, -1.0731, -1.8819], [0.6942, -2.3249, -1.2035], [2.3467, -2.0548, 0.3654], [3.2328, 0.5731, 0.9145], [2.5732, 0.4840, -0.6993], [1.1921, 1.4352, 1.5955], [0.0451, -1.1276, 1.7909], [1.5622, -0.7966, 2.2937], [-0.7908, 2.1025, -1.5999], [0.9128, 1.9398, -1.5296], [0.0723, 3.0088, -0.4033]]}



# 4
{"formula": "C9H15BrN10O2PdSSbSe4", "method": "ωB97M-V/def2-TZVPD", "e_tot_ev": -380841.223, "gap_ev": [6.325, 5.194], "spin_multiplicity": 5, "homo_energy_ev": [-10.76, -10.57], "total_charge": 1, "lumo_energy_ev": [-4.44, -5.37], "species": ["Pd", "C", "C", "N", "N", "C", "S", "N", "N", "H", "H", "H", "H", "H", "H", "N", "N", "C", "N", "N", "N", "O", "O", "H", "H", "H", "H", "H", "Br", "C", "C", "C", "N", "C", "C", "H", "H", "H", "H", "Se", "Sb", "Se", "Se", "Se"], "xyz": [[0.3656, 0.8288, 0.5328], [-4.7972, 2.7597, 0.1231], [-4.1371, 1.5530, -0.4027], [-4.6946, 0.5541, -1.0024], [-3.7137, -0.3285, -1.2803], [-2.5192, 0.1009, -0.8369], [-1.0514, -0.6836, -0.9068], [-2.7775, 1.3279, -0.2934], [-1.8144, 2.1389, 0.2774], [-5.8679, 2.6709, -0.0294], [-4.4459, 3.6507, -0.3956], [-4.5944, 2.8834, 1.1872], [-3.9318, -1.2061, -1.7292], [-1.6753, 3.0053, -0.2567], [-2.0902, 2.3962, 1.2438], [2.2227, -1.5415, -0.3687], [2.2496, -2.6217, 0.5187], [1.4436, -2.6061, 1.5911], [1.3965, -3.6324, 2.4277], [0.7080, -1.4983, 1.7032], [-0.2370, -1.3246, 2.6047], [-0.4175, -2.0716, 3.5405], [-0.9020, -0.2977, 2.3998], [1.8826, -1.8346, -1.2831], [3.1515, -1.1269, -0.4662], [2.8300, -3.4340, 0.3235], [1.9304, -4.4696, 2.2767], [0.7692, -3.5733, 3.2279], [3.1496, 3.8695, -5.1595], [2.2225, 3.0744, -3.7139], [1.7304, 1.7765, -3.8078], [1.0869, 1.2279, -2.7137], [0.9028, 1.8998, -1.5783], [1.3389, 3.1556, -1.5101], [2.0087, 3.7847, -2.5409], [1.8523, 1.2113, -4.7160], [0.6897, 0.2200, -2.7456], [1.1408, 3.7078, -0.5921], [2.3519, 4.7988, -2.4225], [-1.5731, 2.0828, 3.6989], [0.7386, 2.3640, 2.6782], [2.5761, 1.1101, 1.1823], [2.3300, 2.4750, 4.5737], [0.1978, 4.5429, 1.6443]]}



# 5
{"formula": "C9H15CdO5", "method": "ωB97M-V/def2-TZVPD", "e_tot_ev": -24369.578, "gap_ev": [6.259, 7.224], "spin_multiplicity": 2, "homo_energy_ev": [-6.27, -7.23], "lumo_energy_ev": [-0.01, -0.01], "species": ["C", "O", "C", "C", "O", "C", "C", "O", "H", "H", "H", "H", "H", "H", "H", "H", "H", "O", "C", "C", "O", "C", "C", "Cd", "H", "H", "H", "H", "H", "H"], "xyz": [[-1.9713, 1.8394, -0.7479], [-1.6554, 0.5429, -0.2679], [-1.7568, -0.5174, -1.1869], [-1.8497, -1.7561, -0.3311], [-0.7575, -1.6416, 0.5775], [-0.2551, -2.7774, 1.2099], [0.8974, -2.3370, 2.0552], [1.2849, -1.1855, 2.0646], [-1.4109, 2.0424, -1.6727], [-3.0471, 1.8911, -0.9638], [-1.6287, 2.5535, 0.0083], [-2.5404, -0.3880, -1.9405], [-2.7628, -1.7879, 0.2842], [-1.7834, -2.6495, -0.9669], [-1.0375, -3.2175, 1.8531], [1.4348, -3.1212, 2.6170], [0.1029, -3.5487, 0.5060], [0.5036, 1.8841, 1.8908], [1.3374, 2.7542, 1.1726], [1.5890, 2.2517, -0.2176], [2.7092, 1.4739, -0.5079], [2.4927, 0.3722, -1.3072], [1.3522, -0.3366, -1.3179], [0.1875, 0.2795, 0.8671], [2.3033, 2.9560, 1.6852], [0.8120, 3.7283, 1.0648], [0.9620, 2.5156, -1.0777], [3.4120, 0.1138, -1.8460], [1.5254, -1.3528, -1.6978], [-0.4496, -0.5816, -1.8064]]}



# 6
{"formula": "C9H15Cl2GdInO3P", "method": "ωB97M-V/def2-TZVPD", "e_tot_ev": -76012.634, "gap_ev": [5.664, 5.463], "spin_multiplicity": 8, "homo_energy_ev": [-24.47, -24.46], "total_charge": 4, "lumo_energy_ev": [-18.81, -19.00], "species": ["Gd", "In", "Cl", "Cl", "C", "C", "C", "O", "O", "O", "C", "C", "P", "C", "C", "C", "C", "H", "H", "H", "H", "H", "H", "H", "H", "H", "H", "H", "H", "H", "H", "H"], "xyz": [[2.7825, -3.2241, -0.5901], [0.1141, -1.8263, 0.3240], [1.7934, -1.6401, -2.4499], [3.0825, -2.5066, 1.7451], [-0.3934, -2.1126, 2.6975], [2.1237, -4.8022, -2.7471], [3.2899, -5.7240, 0.1679], [-0.6916, -2.2006, 3.8008], [1.9113, -5.3282, -3.7360], [3.6569, -6.7366, 0.5961], [-3.0312, 0.6156, -0.8198], [-1.6602, 1.2642, -1.1094], [-0.3167, 0.6867, -0.0278], [1.1668, 1.3796, -0.7230], [1.1096, 2.9009, -0.8527], [-0.9035, 0.9571, 1.6839], [-1.3205, 2.4216, 1.8856], [-3.0239, -0.4764, -0.9971], [-3.7592, 1.0770, -1.5077], [-3.3683, 0.8084, 0.2157], [-1.3195, 1.0517, -2.1472], [-1.6696, 2.3626, -0.9379], [2.0257, 0.9994, -0.1461], [1.2298, 0.9286, -1.7254], [1.0184, 3.3840, 0.1308], [2.0464, 3.2135, -1.3319], [0.2765, 3.2090, -1.5078], [-1.7727, 0.2873, 1.8731], [-0.0916, 0.6683, 2.3792], [-2.1631, 2.6995, 1.2304], [-1.6581, 2.5482, 2.9247], [-0.4845, 3.1145, 1.7021]]}